Molecular formula: C35H71Cl2F8NO4PS
Method: DFT, wB97M-V/def2-TZVPD

Structure (XYZ):
```
123
Properties=species:S:1:pos:R:3:forces:R:3
C -6.33329 1.16804 3.47969 0.487 -0.343 0.843
C -4.80658 1.23097 3.11987 -1.564 0.734 -0.393
Cl -4.00087 1.62532 4.71849 0.266 -0.283 -0.547
C -4.57459 2.37609 2.06736 -0.532 -0.154 1.278
P -3.31652 1.98714 0.70551 2.214 -1.446 2.523
Cl -2.88751 4.15494 0.64756 0.109 0.563 -0.388
C -2.01197 1.56941 -0.62913 0.374 0.109 -1.047
C -1.06398 2.68647 -1.11980 1.766 -0.851 -0.491
C -0.04789 1.96271 -2.06381 -0.569 0.877 1.348
N 1.21748 1.44003 -1.56499 -0.314 -0.064 -0.336
O -0.34491 1.83067 -3.20350 0.099 -0.583 -1.505
C -1.92830 1.80971 2.03561 0.173 -0.892 -0.919
C -1.65625 0.36589 2.50184 -1.083 2.842 -1.937
O -1.26433 0.18515 3.56536 1.493 -1.683 3.703
F -1.82535 -0.68190 1.65935 -0.123 0.086 -0.467
S -4.77040 2.35827 -0.95830 -1.111 3.973 -2.325
O -5.90379 3.22216 -0.64067 -0.727 -1.542 1.407
O -4.12705 3.02423 -2.08861 1.138 -1.540 -0.181
C -5.50466 0.82090 -1.75008 -0.880 -0.512 -0.083
F -6.51777 1.27426 -2.50600 -0.050 0.328 0.080
F -4.67685 0.19346 -2.61256 0.543 0.041 0.318
C -6.10642 -0.25873 -0.78366 -0.411 -0.416 -1.314
F -6.30644 0.19709 0.45171 0.570 0.136 0.343
F -7.33746 -0.58664 -1.25540 -0.057 -0.077 0.019
C -5.34317 -1.63195 -0.79067 -1.203 0.368 1.709
F -5.59347 -2.32048 -1.87626 0.409 -0.054 -0.982
F -4.06199 -1.52198 -0.54092 0.808 0.089 -0.385
F -5.87640 -2.34706 0.22107 -0.069 -0.134 0.350
H -6.41800 0.93085 4.55356 -0.049 -0.068 -0.437
H -6.81573 2.14917 3.36407 0.108 -0.395 -0.259
H -6.85534 0.35933 2.94953 0.104 0.519 -0.201
H -4.51461 0.24108 2.74149 0.417 0.284 0.476
H -4.19562 3.22222 2.66028 -0.079 -0.162 -0.474
H -5.58834 2.66136 1.75672 0.518 0.002 -0.555
H -3.69851 0.59392 0.81954 0.006 0.213 -0.584
H -1.34555 0.77177 -0.24369 -0.626 0.210 0.327
H -2.44687 1.12340 -1.54539 -0.154 0.277 0.451
H -1.52418 3.45053 -1.75163 -0.221 -0.165 0.498
H -0.42604 3.11034 -0.32547 -0.748 0.107 -0.008
H 1.76213 2.13403 -1.06329 -0.331 -0.144 0.256
H 1.03807 0.62386 -0.98427 0.187 0.217 0.075
H -2.07667 2.46558 2.90204 -0.121 -0.643 -0.036
H -0.94338 2.12641 1.64265 -0.509 -0.023 -0.239
C 3.43471 -4.84009 -0.07212 -0.121 -0.121 0.066
C 2.25073 -4.76810 -1.03046 0.125 -0.007 -0.086
C 2.27626 -3.53392 -1.93170 -0.106 -0.018 0.001
C 2.19259 -2.19463 -1.19793 0.090 0.043 0.073
C 0.96055 -2.01824 -0.30988 -0.034 0.006 -0.202
C -0.35238 -2.05393 -1.08553 -0.060 0.024 0.169
H 3.44619 -3.99618 0.61959 0.036 -0.002 -0.012
H 3.38275 -5.75441 0.52352 0.068 0.035 0.026
H 4.37937 -4.85055 -0.62186 0.004 0.047 0.022
H 1.31591 -4.80978 -0.46440 0.001 0.038 -0.022
H 2.26169 -5.65937 -1.66553 -0.044 0.013 0.016
H 1.45602 -3.60752 -2.65169 0.039 -0.008 0.050
H 3.19742 -3.54658 -2.52449 -0.007 -0.010 -0.001
H 2.21232 -1.39167 -1.94165 -0.014 -0.059 0.068
H 3.09024 -2.05678 -0.58621 0.009 -0.018 -0.025
H 1.03764 -1.05243 0.20164 0.016 -0.082 0.129
H 0.94285 -2.77803 0.47639 0.025 0.053 0.037
H -0.37625 -1.27065 -1.84862 -0.014 -0.058 -0.062
H -1.19262 -1.89112 -0.40952 -0.022 0.003 -0.074
H -0.50639 -3.01685 -1.57684 0.020 0.038 -0.048
C 0.85462 -1.35713 -4.78668 0.061 -0.060 0.043
C 2.12977 -0.54030 -4.60873 -0.054 -0.082 0.170
C 2.21734 0.65965 -5.53927 0.045 0.163 -0.121
C 2.25010 0.32243 -7.03203 -0.073 -0.060 0.019
C 3.39037 -0.59873 -7.46541 0.011 0.139 -0.080
C 4.77283 0.00172 -7.23191 0.030 -0.176 -0.009
H 0.78771 -1.79203 -5.78651 -0.033 0.002 0.000
H 0.82831 -2.17965 -4.06812 -0.068 0.044 -0.073
H -0.02783 -0.73569 -4.61875 0.021 0.017 -0.032
H 3.00296 -1.19139 -4.73287 0.012 0.016 -0.030
H 2.16480 -0.17474 -3.57906 0.002 0.084 -0.111
H 3.10388 1.24770 -5.28053 -0.006 -0.009 -0.004
H 1.36086 1.31235 -5.34777 0.010 -0.034 0.047
H 2.31650 1.25894 -7.59670 0.017 -0.024 -0.015
H 1.29965 -0.13476 -7.32328 0.003 0.019 0.022
H 3.27840 -0.81003 -8.53354 -0.014 -0.041 0.024
H 3.31810 -1.56262 -6.95381 -0.035 0.020 0.017
H 4.88305 0.94542 -7.77137 -0.002 0.015 0.050
H 5.54839 -0.68095 -7.58678 0.033 0.061 0.013
H 4.95796 0.18755 -6.17261 -0.007 0.033 -0.023
C 7.40080 -6.17625 -0.34508 -0.018 -0.172 -0.028
C 6.78916 -6.83200 0.88852 -0.061 0.119 -0.046
C 6.89500 -5.96980 2.14581 -0.029 -0.079 0.070
C 8.32264 -5.66466 2.60399 0.043 0.043 -0.096
C 9.18997 -6.89124 2.88525 -0.028 0.060 0.136
C 8.65662 -7.75995 4.01990 0.097 -0.094 -0.095
H 8.47119 -6.00237 -0.22186 -0.012 0.037 -0.013
H 7.27024 -6.81784 -1.21891 0.022 0.064 -0.021
H 6.91725 -5.21998 -0.55627 0.052 0.015 0.016
H 7.25166 -7.80983 1.05299 0.003 0.020 0.037
H 5.73086 -7.02561 0.69119 0.026 -0.022 0.028
H 6.34871 -6.46134 2.95638 0.013 0.026 0.005
H 6.37821 -5.02105 1.96873 -0.008 -0.022 -0.016
H 8.27111 -5.05123 3.50965 0.016 -0.022 -0.003
H 8.82246 -5.04586 1.85269 -0.028 0.002 0.007
H 10.19520 -6.55062 3.15031 -0.003 -0.009 -0.053
H 9.30079 -7.49638 1.98104 -0.013 0.033 -0.015
H 8.58029 -7.18600 4.94612 -0.048 -0.010 -0.013
H 9.32788 -8.60199 4.20071 -0.046 0.002 0.051
H 7.67198 -8.16891 3.78687 0.003 0.021 0.034
C -4.75282 6.46152 1.87717 -0.075 0.282 0.069
C -3.78741 6.83671 2.99492 -0.041 -0.111 -0.017
C -4.30411 6.47508 4.38757 0.099 0.065 0.025
C -5.59091 7.18863 4.80682 -0.064 -0.050 -0.069
C -5.52156 8.71511 4.78954 -0.019 -0.040 0.142
C -4.49551 9.28367 5.76451 -0.027 0.125 -0.114
H -5.70150 6.99772 1.96470 0.003 0.014 0.028
H -4.32263 6.70953 0.90670 -0.070 -0.108 -0.021
H -4.95810 5.39224 1.88696 -0.061 0.042 -0.060
H -3.55324 7.90517 2.93808 -0.001 0.002 0.059
H -2.84340 6.30910 2.82994 -0.023 0.016 -0.002
H -3.51701 6.68136 5.12026 -0.032 -0.016 0.027
H -4.47801 5.39475 4.43105 0.014 0.007 -0.020
H -5.85738 6.85687 5.81669 -0.004 0.034 0.000
H -6.41285 6.86718 4.16049 0.033 -0.013 -0.004
H -6.50795 9.10966 5.05276 0.004 0.002 -0.048
H -5.30738 9.07593 3.77997 -0.004 -0.049 -0.007
H -4.71681 8.97153 6.78801 0.043 -0.026 -0.010
H -4.50873 10.37564 5.73577 0.040 -0.017 0.054
H -3.48275 8.96058 5.51788 -0.016 -0.015 0.032
```
Forces are in eV/Å.

The calculation puts the electronic energy at -114037.4530 eV. The calculation puts the HOMO energy at -0.223 Eh. As for the charge: -1.